A molecular structure, C29H39Cl3F6N6O4S2Si5W. Source: the OMol25 dataset; level of theory: wB97M-V/def2-TZVPD.

The geometry in XYZ format:
```
95
C29H39Cl3F6N6O4S2Si5W wB97M-V/def2-TZVPD
W -0.068 -0.049 -0.330
C 1.195 3.638 -3.722
C 1.027 3.078 -4.979
C 0.374 1.875 -5.111
C -0.110 1.213 -3.982
N -0.023 1.846 -2.801
C 0.642 3.006 -2.640
N -0.599 -0.043 -4.120
C -0.169 -1.038 -3.416
N 0.464 -1.081 -2.188
C 1.372 -2.122 -2.275
N 2.348 -2.438 -1.517
C 2.466 -2.126 -0.181
C 3.703 -2.423 0.426
C 3.790 -2.489 1.789
C 2.615 -2.305 2.531
C 1.465 -1.967 1.865
N 1.382 -1.784 0.529
C 1.058 -2.938 -3.469
C 1.617 -4.110 -3.945
C 1.020 -4.681 -5.062
C -0.082 -4.086 -5.679
C -0.612 -2.887 -5.217
C -0.024 -2.346 -4.093
H 1.732 4.563 -3.579
H 1.417 3.580 -5.855
H 0.245 1.379 -6.061
H 0.672 3.361 -1.628
H 4.539 -2.639 -0.224
H 4.731 -2.715 2.275
H 2.587 -2.415 3.606
H 0.564 -1.790 2.423
H 2.475 -4.557 -3.461
H 1.413 -5.606 -5.464
H -0.525 -4.567 -6.542
H -1.451 -2.401 -5.695
C -1.625 1.111 4.992
Si 0.003 1.365 4.075
C 0.311 3.216 4.251
C 1.197 0.274 5.074
Si 0.738 0.897 1.813
Si -1.719 -1.419 1.369
C -1.426 -1.893 3.209
C -1.629 -3.130 0.558
C -3.511 -0.846 1.474
Si 2.980 1.807 2.043
C 4.479 0.921 1.317
C 3.565 2.049 3.828
C 2.808 3.527 1.284
H -1.361 1.308 6.039
H -2.026 0.100 4.942
H -2.405 1.813 4.710
H 0.296 3.474 5.315
H -0.511 3.749 3.766
H 1.242 3.587 3.825
H 1.620 0.842 5.908
H 2.026 -0.141 4.503
H 0.626 -0.558 5.495
H -0.693 -1.330 3.786
H -1.145 -2.949 3.259
H -2.385 -1.787 3.723
H -0.705 -3.635 0.853
H -1.678 -3.119 -0.527
H -2.468 -3.727 0.935
H -3.684 -0.328 2.415
H -4.131 -1.749 1.467
H -3.847 -0.193 0.677
H 4.916 0.242 2.052
H 5.219 1.705 1.116
H 4.300 0.380 0.394
H 3.827 1.102 4.302
H 2.901 2.592 4.499
H 4.492 2.628 3.736
H 2.836 3.468 0.195
H 3.646 4.143 1.628
H 1.881 4.033 1.562
Cl -2.591 2.171 2.162
Si -1.570 1.806 0.404
Cl 2.108 1.011 -0.872
Cl -0.925 3.800 0.069
F -4.724 3.880 -1.444
C -4.791 2.756 -2.155
F -5.734 1.981 -1.661
F -5.085 3.061 -3.419
S -3.092 1.993 -2.131
O -0.767 1.345 -1.790
O -3.037 1.832 -0.590
N -3.442 0.637 -2.874
S -3.152 -0.815 -2.413
O -2.212 -0.897 -1.309
O -2.944 -1.709 -3.506
C -4.763 -1.451 -1.746
F -5.579 -1.680 -2.772
F -5.364 -0.597 -0.924
F -4.544 -2.594 -1.099
```

ΔE to the lowest compared entry with this formula, charge and spin = 468.8 kJ/mol
spin multiplicity = 1
E_tot = -164596.7639 eV
LUMO (spin up / spin down) = -0.93 / -0.93 eV
HOMO (spin up / spin down) = -7.18 / -7.18 eV

Atom charges from the Mulliken analysis, given in e for atoms 1 to 8: atom 1 (W): 0.908, atom 2 (C): -1.225, atom 3 (C): -0.373, atom 4 (C): -1.051, atom 5 (C): 0.194, atom 6 (N): -1.042, atom 7 (C): 0.151, atom 8 (N): 0.055